{"formula": "C22H24AuN5SSi", "method": "wB97M-V/def2-TZVPD", "symbols": ["Au", "S", "Si", "N", "N", "N", "N", "N", "C", "C", "C", "C", "C", "C", "C", "C", "C", "C", "C", "C", "C", "C", "C", "C", "C", "C", "C", "C", "C", "C", "H", "H", "H", "H", "H", "H", "H", "H", "H", "H", "H", "H", "H", "H", "H", "H", "H", "H", "H", "H", "H", "H", "H", "H"], "xyz": [[2.150, -1.307, -1.454], [3.833, -0.102, -2.573], [-0.610, 0.708, -0.834], [1.169, -2.621, -0.197], [-1.877, -5.864, -1.459], [1.309, 0.656, 1.286], [5.876, -2.093, -2.460], [0.110, -4.811, -0.406], [-1.860, -1.762, -1.294], [-1.695, 2.159, -1.277], [-3.308, -2.928, 0.231], [-0.955, -5.340, -0.983], [-3.081, 2.004, -1.379], [-3.133, -1.916, 1.169], [-3.896, 3.082, -1.711], [-1.664, -0.737, -0.359], [-2.324, -0.824, 0.870], [0.628, -3.672, -0.342], [2.333, -0.815, 2.966], [3.511, 1.274, 2.140], [-2.681, -2.845, -1.008], [5.032, -1.297, -2.501], [-3.335, 4.332, -1.944], [-1.148, 3.425, -1.524], [2.688, 0.895, 0.890], [0.246, 1.434, 0.799], [3.046, 0.475, 3.379], [-1.958, 4.504, -1.853], [1.073, -0.481, 2.165], [0.710, 0.348, -2.033], [0.227, -0.239, 2.811], [-3.625, -1.977, 2.133], [2.722, 1.661, 0.121], [0.585, 2.433, 0.509], [2.356, 1.083, 3.972], [-2.811, -3.638, -1.734], [3.895, 0.248, 4.021], [4.556, 1.070, 1.910], [0.776, -1.330, 1.543], [0.338, -0.024, -2.994], [3.077, -0.026, 0.456], [1.371, 1.203, -2.214], [-0.561, 1.503, 1.535], [-1.350, -1.724, -2.256], [-0.068, 3.573, -1.481], [2.042, -1.404, 3.834], [-3.927, -3.787, 0.463], [-1.517, 5.476, -2.046], [-2.226, -0.031, 1.610], [-3.971, 5.173, -2.200], [-3.530, 1.031, -1.196], [-4.969, 2.945, -1.789], [3.419, 2.344, 2.322], [3.001, -1.442, 2.368]], "s_squared": 2.012, "relative_energy_kj_mol": 43.4, "multiplicity": 3, "e_lumo_ev": [-0.04, -2.81]}

=====

{"formula": "C22H24B3NO44S5", "method": "wB97M-V/def2-TZVPD", "symbols": ["S", "S", "S", "S", "S", "O", "O", "O", "O", "O", "O", "O", "O", "O", "O", "O", "O", "O", "O", "O", "O", "O", "O", "O", "O", "O", "O", "O", "O", "O", "O", "O", "O", "O", "O", "O", "O", "O", "O", "O", "O", "O", "O", "O", "O", "O", "O", "O", "O", "N", "C", "C", "C", "C", "C", "C", "C", "C", "C", "C", "C", "C", "C", "C", "C", "C", "C", "C", "C", "C", "C", "C", "B", "B", "B", "H", "H", "H", "H", "H", "H", "H", "H", "H", "H", "H", "H", "H", "H", "H", "H", "H", "H", "H", "H", "H", "H", "H", "H"], "xyz": [[-1.179, -19.598, 11.337], [1.816, -16.420, 18.312], [-4.820, -13.888, 11.044], [3.932, -9.375, 8.913], [1.357, -10.336, 19.228], [4.474, -8.970, 7.478], [-4.336, -8.097, 11.870], [-6.479, -7.641, 11.207], [-1.308, -5.967, 13.728], [7.236, -12.598, 16.239], [3.737, -18.339, 1.986], [5.229, -10.294, 9.329], [-2.615, -9.067, 13.278], [-3.930, -13.977, 12.467], [9.569, -12.444, 17.254], [2.478, -17.179, 6.208], [0.859, -16.745, 4.657], [-0.461, -21.061, 11.566], [7.612, -12.471, 18.641], [1.044, -11.258, 18.148], [5.608, -11.670, 14.951], [3.244, -15.787, 18.711], [-4.570, -12.701, 10.307], [10.881, -13.630, 18.822], [2.001, -15.525, 7.698], [2.842, -10.708, 19.901], [-4.890, -8.580, 14.113], [2.379, -18.001, 18.373], [8.450, -13.419, 20.441], [1.798, -18.955, 4.724], [1.429, -16.060, 16.922], [3.008, -17.227, 3.771], [-0.330, -15.174, 5.745], [2.715, -10.159, 8.757], [-2.413, -19.886, 12.465], [-7.219, -8.391, 13.905], [-0.363, -8.740, 13.479], [0.492, -10.622, 20.620], [-1.733, -19.748, 9.963], [-0.378, -18.411, 11.792], [1.247, -8.925, 18.926], [0.832, -16.210, 19.375], [3.785, -8.101, 9.670], [-4.930, -15.278, 10.555], [8.056, -10.652, 17.222], [6.409, -9.179, 16.577], [2.159, -20.579, 3.189], [-6.183, -13.559, 11.984], [-3.319, -6.886, 13.632], [1.031, -13.072, 12.724], [-2.036, -6.912, 13.539], [5.387, -9.968, 7.034], [8.547, -13.018, 19.285], [-6.006, -8.402, 13.481], [-1.500, -8.318, 13.435], [2.304, -19.419, 3.672], [0.620, -15.909, 5.625], [1.293, -11.237, 21.552], [-2.299, -21.126, 13.000], [4.373, -16.738, 18.722], [3.718, -18.073, 18.871], [-5.629, -7.967, 12.023], [-4.689, -14.338, 13.592], [6.515, -11.589, 15.781], [9.871, -13.015, 18.428], [2.706, -10.742, 21.263], [-6.134, -14.247, 13.280], [1.818, -16.176, 6.638], [-1.355, -21.949, 12.235], [5.759, -10.937, 8.233], [3.138, -18.302, 3.014], [6.967, -10.308, 16.551], [-3.790, -8.211, 13.223], [8.126, -12.098, 17.308], [2.032, -17.526, 4.846], [0.067, -13.369, 12.670], [4.896, -16.751, 17.766], [3.639, -18.456, 19.888], [-4.438, -15.356, 13.889], [1.309, -13.499, 13.596], [-3.292, -21.572, 12.956], [6.274, -9.412, 6.733], [4.871, -10.420, 6.186], [5.122, -11.815, 8.339], [1.006, -12.087, 12.943], [-6.704, -13.608, 13.955], [1.334, -12.289, 21.266], [4.249, -18.788, 18.243], [3.449, -11.340, 21.791], [2.761, -9.753, 21.717], [-1.892, -20.987, 14.002], [-6.619, -15.215, 13.160], [0.905, -11.083, 22.559], [-1.700, -22.582, 11.418], [-0.721, -22.572, 12.866], [1.637, -13.393, 11.983], [-4.536, -13.726, 14.481], [6.807, -11.101, 8.486], [5.033, -16.617, 19.581]], "relative_energy_kj_mol": 733.6, "charge": -2, "e_lumo_ev": 1.44}

=====

{"formula": "C22H24BFeN7", "method": "wB97M-V/def2-TZVPD", "symbols": ["Fe", "N", "N", "N", "N", "N", "N", "N", "C", "C", "C", "C", "C", "C", "C", "C", "C", "C", "C", "C", "C", "C", "C", "C", "C", "C", "C", "C", "C", "C", "B", "H", "H", "H", "H", "H", "H", "H", "H", "H", "H", "H", "H", "H", "H", "H", "H", "H", "H", "H", "H", "H", "H", "H", "H"], "xyz": [[-0.841, -0.327, -0.417], [-2.065, 0.454, 0.961], [-0.616, -1.806, 2.442], [-2.318, -2.424, 0.782], [1.132, 0.775, -0.596], [-2.570, -0.310, 2.016], [-1.632, -1.902, -0.342], [0.226, -1.129, 1.572], [-0.059, 4.269, -0.523], [4.789, 0.232, -0.643], [2.347, 0.156, -0.779], [-1.350, 0.323, -2.140], [3.554, 0.855, -0.491], [1.474, -1.334, 2.022], [-2.870, -3.686, -0.962], [2.435, -1.188, -1.232], [4.857, -1.090, -1.105], [0.104, -2.445, 3.385], [0.297, 3.000, -0.075], [-1.945, -2.731, -1.385], [-3.074, -3.459, 0.399], [1.450, -2.171, 3.150], [-3.469, 0.411, 2.705], [-2.664, 1.664, 1.043], [1.035, 2.126, -0.912], [-3.558, 1.673, 2.121], [3.680, -1.790, -1.399], [1.185, 3.906, -2.576], [0.368, 4.720, -1.780], [1.557, 2.641, -2.130], [-2.142, -1.789, 2.181], [-2.168, -0.225, -2.606], [-3.977, -0.037, 3.547], [-3.698, -3.958, 1.131], [-1.730, 1.177, -1.557], [-2.756, -2.357, 3.035], [2.342, -0.900, 1.541], [1.541, 4.252, -3.547], [3.489, 1.892, -0.156], [-4.187, 2.487, 2.424], [-0.397, -3.040, 4.136], [-0.674, 4.907, 0.114], [2.214, 2.008, -2.730], [0.013, 2.646, 0.918], [-1.516, -2.579, -2.364], [-2.433, 2.460, 0.346], [3.724, -2.817, -1.767], [2.295, -2.534, 3.704], [0.075, 5.711, -2.134], [5.695, 0.790, -0.405], [-3.337, -4.442, -1.569], [-0.733, 0.784, -2.915], [1.514, -1.728, -1.468], [5.827, -1.572, -1.236], [-0.440, -0.551, -1.737]], "s_squared": 6.028, "multiplicity": 5, "e_lumo_ev": [0.50, -0.11]}

=====

{"formula": "C22H24BN7Pt", "method": "wB97M-V/def2-TZVPD", "symbols": ["Pt", "N", "N", "N", "N", "N", "N", "N", "C", "C", "C", "C", "C", "C", "C", "C", "C", "C", "C", "C", "C", "C", "C", "C", "C", "C", "C", "C", "C", "C", "B", "H", "H", "H", "H", "H", "H", "H", "H", "H", "H", "H", "H", "H", "H", "H", "H", "H", "H", "H", "H", "H", "H", "H", "H"], "xyz": [[-0.663, 2.149, 0.888], [-1.647, 1.585, -0.745], [-2.640, 0.649, -0.963], [-1.921, 0.938, 1.861], [-2.828, -0.002, 1.395], [-2.603, -1.959, -0.530], [-1.403, -2.643, -0.358], [1.357, 2.451, 1.135], [1.818, 3.474, 0.326], [1.706, 0.436, 2.445], [3.351, 0.502, 4.224], [-3.211, 0.336, 3.565], [1.008, 5.165, -1.181], [3.110, 2.425, 2.793], [0.805, 4.340, -0.081], [2.268, 5.154, -1.803], [3.306, 4.305, -1.361], [-3.464, -2.745, -1.229], [3.100, 3.464, -0.270], [2.373, -0.194, 3.490], [-2.517, 1.953, -2.743], [2.083, 1.750, 2.071], [-3.670, -0.300, 2.412], [-2.068, 1.061, 3.205], [3.699, 1.823, 3.895], [-2.831, -3.948, -1.527], [-3.245, 0.944, -2.135], [-1.551, -3.857, -0.933], [3.688, -1.060, -1.928], [-1.502, 2.333, -1.860], [-3.089, -0.505, -0.047], [4.471, -0.373, -2.269], [4.008, -1.583, -1.073], [-4.555, -0.898, 2.192], [2.111, -1.230, 3.750], [-0.783, -4.626, -0.894], [-4.476, -2.388, -1.403], [0.170, 5.756, -1.559], [-4.203, 0.509, -2.368], [-1.352, 1.663, 3.765], [3.844, 2.743, 0.084], [0.853, -0.017, 1.921], [4.255, 4.276, -1.890], [4.411, 2.387, 4.503], [-3.657, 0.295, 4.537], [2.788, -0.470, -1.695], [2.405, 5.789, -2.674], [3.451, -1.755, -2.742], [-4.320, -0.555, -0.165], [-2.723, 2.399, -3.690], [-0.722, 3.107, -1.884], [-3.233, -4.765, -2.089], [3.341, 3.465, 2.536], [-0.164, 4.196, 0.468], [3.798, 0.026, 5.089]], "s_squared": 2.016, "relative_energy_kj_mol": 0.0, "multiplicity": 3, "e_lumo_ev": [0.28, -1.82]}

=====

{"formula": "C22H24BrNO5PtS", "method": "wB97M-V/def2-TZVPD", "symbols": ["Pt", "Br", "S", "O", "O", "O", "O", "O", "N", "C", "C", "C", "C", "C", "C", "C", "C", "C", "C", "C", "C", "C", "C", "C", "C", "C", "C", "C", "C", "C", "C", "H", "H", "H", "H", "H", "H", "H", "H", "H", "H", "H", "H", "H", "H", "H", "H", "H", "H", "H", "H", "H", "H", "H", "H"], "xyz": [[0.513, 0.263, 0.117], [-4.251, -1.387, 2.455], [-2.675, 2.247, -2.192], [0.594, -1.635, -0.187], [-0.020, -2.665, -2.090], [0.549, -0.019, 2.249], [0.835, 2.192, 0.906], [2.766, -0.124, 0.598], [0.770, 0.299, -1.854], [-2.075, -4.076, -0.634], [0.291, 2.417, 2.235], [1.905, -0.160, 2.794], [-2.212, 1.814, 0.300], [3.803, 0.869, 0.568], [-3.900, -3.729, 0.895], [1.808, -0.340, -2.422], [-2.204, -2.024, 0.629], [-3.102, 2.408, -0.551], [-0.302, -2.384, -0.962], [-1.545, -2.825, -0.295], [-1.277, 1.367, -1.781], [2.710, -0.924, 1.782], [-3.375, -2.473, 1.210], [1.002, 3.418, 0.142], [-1.160, 1.203, -0.435], [0.907, 0.113, -4.581], [-0.231, 0.824, -2.613], [-0.173, 0.750, -3.988], [-0.212, 1.081, 2.790], [-3.239, -4.526, -0.023], [1.902, -0.441, -3.790], [3.690, 1.595, 1.375], [3.737, 1.374, -0.393], [2.553, -0.748, -1.758], [0.965, 0.039, -5.659], [4.770, 0.376, 0.652], [1.458, 3.146, -0.805], [2.191, -1.841, 1.512], [1.842, -0.706, 3.735], [0.034, 3.889, -0.021], [2.751, -0.950, -4.221], [1.061, 2.881, 2.850], [-1.234, 0.906, 2.474], [-3.645, -5.494, -0.285], [-1.809, -1.062, 0.915], [-0.543, 3.116, 2.161], [-0.972, 1.171, -4.581], [-1.570, -4.680, -1.377], [-2.348, 1.809, 1.367], [2.319, 0.831, 2.983], [-4.009, 2.929, -0.286], [1.660, 4.082, 0.699], [-4.820, -4.060, 1.358], [-0.183, 1.043, 3.878], [3.702, -1.177, 2.155]], "relative_energy_kj_mol": 130.9, "charge": 2, "e_lumo_ev": -7.52}

=====

{"formula": "C22H24Cl2N5O8Rh", "method": "wB97M-V/def2-TZVPD", "symbols": ["Rh", "Cl", "Cl", "O", "O", "O", "O", "O", "O", "O", "O", "N", "N", "N", "N", "N", "C", "C", "C", "C", "C", "C", "C", "C", "C", "C", "C", "C", "C", "C", "C", "C", "C", "C", "C", "C", "C", "C", "H", "H", "H", "H", "H", "H", "H", "H", "H", "H", "H", "H", "H", "H", "H", "H", "H", "H", "H", "H", "H", "H", "H", "H"], "xyz": [[-0.395, 0.178, -0.060], [-2.118, 1.968, -0.719], [0.507, 6.149, -3.093], [-0.583, -0.446, -1.925], [0.511, -3.008, -1.223], [0.855, -3.156, -3.415], [0.104, 1.386, 1.572], [-1.548, -1.598, -3.544], [-1.808, -0.990, 0.670], [0.987, 1.754, -0.391], [-2.131, -2.463, 2.314], [2.081, -5.058, -1.321], [3.823, -6.015, -0.131], [-0.917, 4.921, -0.875], [2.001, -5.140, 0.983], [0.787, -1.231, 0.700], [-0.158, 3.848, -4.308], [-1.408, -1.758, 1.643], [-1.376, 2.785, -2.087], [-0.839, 4.075, -1.961], [0.725, -2.833, 2.707], [-2.311, 4.493, 3.069], [-1.040, 4.052, 2.742], [-3.115, 5.063, 2.092], [0.552, -4.911, 1.128], [-0.732, -1.523, -2.655], [-1.343, 2.061, -3.267], [0.240, -4.266, 2.465], [0.686, 2.182, 0.759], [2.623, -5.398, -0.176], [0.097, -1.654, 1.947], [-0.546, 4.168, 1.447], [-0.214, 4.558, -3.127], [0.830, 3.634, 1.123], [-1.369, 4.714, 0.463], [-2.640, 5.172, 0.797], [-0.734, 2.592, -4.388], [0.300, -2.655, -2.453], [-1.774, 1.070, -3.284], [4.385, -6.089, -0.958], [-0.701, 2.024, -5.307], [-0.840, -4.288, 2.600], [2.485, -5.414, 1.823], [-4.108, 5.415, 2.336], [-2.672, 4.392, 4.084], [0.038, -5.873, 1.058], [-3.254, 5.599, 0.015], [0.177, -0.788, 2.607], [2.562, -5.249, -2.184], [0.204, -4.289, 0.310], [0.526, -2.635, 3.762], [0.663, -4.890, 3.263], [1.349, -4.265, -1.355], [0.337, 4.293, -5.161], [1.813, -2.762, 2.596], [1.701, -0.840, 0.908], [4.169, -6.425, 0.716], [1.478, 3.723, 1.996], [-0.414, 3.602, 3.502], [0.821, -1.977, -0.036], [1.282, 4.157, 0.283], [-0.611, 5.858, -1.075]], "e_lumo_ev": -0.22}